{"formula": "C23H14N9S4Ti", "method": "ωB97M-V/def2-TZVPD", "symbols": ["Ti", "N", "C", "N", "C", "N", "N", "C", "N", "C", "C", "C", "C", "C", "N", "H", "H", "H", "H", "H", "H", "H", "H", "S", "C", "C", "C", "C", "N", "C", "C", "C", "S", "C", "N", "H", "H", "S", "C", "N", "C", "C", "C", "C", "C", "C", "S", "H", "H", "H", "H"], "xyz": [[-0.33, -1.22, 0.13], [-3.70, 0.04, -0.31], [-3.10, 0.34, 0.86], [-3.42, 1.53, 1.36], [-2.79, 1.84, 2.52], [-3.07, 3.02, 3.08], [-1.94, 0.98, 3.16], [-1.68, -0.18, 2.58], [-2.17, -0.55, 1.33], [-0.58, -1.04, 3.11], [0.09, -0.86, 4.35], [1.16, -1.69, 4.76], [1.55, -2.66, 3.84], [0.93, -2.72, 2.59], [-0.12, -1.93, 2.22], [-4.36, 0.73, -0.65], [-3.62, -0.85, -0.77], [-3.83, 3.56, 2.68], [-2.72, 3.20, 4.00], [-0.27, -0.05, 4.98], [1.68, -1.54, 5.70], [2.31, -3.42, 4.02], [1.20, -3.42, 1.82], [1.81, -1.71, -0.66], [2.52, -0.09, -0.47], [3.89, 0.05, -0.69], [4.56, 1.28, -0.62], [5.97, 1.32, -0.79], [7.12, 1.31, -0.92], [3.81, 2.44, -0.35], [2.45, 2.32, -0.09], [1.77, 1.10, -0.13], [0.05, 1.13, 0.20], [4.43, 3.72, -0.34], [4.94, 4.75, -0.31], [4.46, -0.86, -0.89], [1.85, 3.21, 0.15], [-1.42, -3.73, -0.17], [-1.61, -2.85, -1.60], [-1.42, -1.53, -1.58], [-1.38, -0.94, -2.86], [-1.15, 0.42, -3.16], [-1.26, 0.87, -4.46], [-1.57, -0.01, -5.52], [-1.78, -1.36, -5.25], [-1.66, -1.83, -3.92], [-1.90, -3.43, -3.31], [-0.84, 1.10, -2.36], [-1.11, 1.94, -4.68], [-1.73, 0.33, -6.55], [-2.05, -2.05, -6.03]], "nbo_charge": [1.106, -0.753, 0.623, -0.568, 0.621, -0.755, -0.549, 0.480, -0.627, 0.164, -0.192, -0.139, -0.230, 0.086, -0.486, 0.416, 0.423, 0.418, 0.414, 0.247, 0.240, 0.241, 0.236, -0.199, -0.160, -0.162, -0.145, 0.272, -0.289, -0.168, -0.125, -0.174, -0.235, 0.285, -0.297, 0.236, 0.229, -0.116, -0.048, -0.703, 0.192, -0.242, -0.197, -0.214, -0.210, -0.254, 0.395, 0.248, 0.222, 0.223, 0.223], "lumo_energy_ev": [-1.32, -1.34], "total_charge": 0, "gap_ev": [6.7, 6.6], "multiplicity": 2, "homo_ev": [-7.98, -7.96], "e_tot_ev": -103950.5803}